# 1
Formula: C21H47AuOP3Se
Source: the Open Molecules 2025 dataset
Level of theory: wB97M-V/def2-TZVPD

Cartesian coordinates (Å):
Au -0.12722 0.42917 -0.24975
P 0.80212 -0.17165 2.67900
P 2.24367 0.52747 -0.44166
P -2.15884 -0.42672 0.52998
H -0.13139 -1.20334 -6.35083
C -1.03401 -0.61459 -6.13171
C -1.12669 0.16176 -5.03128
H -0.37825 0.30589 -4.25016
C 1.25568 -1.90256 3.13472
C 2.19902 0.81387 3.37107
C -0.49947 0.20059 3.92337
C 2.75009 0.15446 -2.13773
C 2.88051 2.18407 -0.01813
C 3.44719 -0.57883 0.37984
C -3.14556 -1.00460 -0.87764
C -3.23504 0.67137 1.50880
C -2.20563 -1.97373 1.49498
H -1.70439 -0.62438 -7.02631
H -1.99997 0.79555 -4.88748
H 1.50739 -2.04707 4.19180
H 2.10168 -2.23197 2.51917
H 0.42643 -2.57037 2.87573
H 2.41851 0.56186 4.41392
H 1.92513 1.87563 3.30350
H 3.11284 0.66625 2.79053
H -0.11344 0.17493 4.94744
H -1.32055 -0.51660 3.85105
H -0.87147 1.20747 3.70179
H 3.85103 0.07382 -2.17585
H 2.38266 0.90874 -2.84168
H 2.34077 -0.83596 -2.40099
H 3.68839 2.44727 -0.70221
H 3.24877 2.18428 1.01110
H 2.08558 2.92473 -0.12400
H 4.42555 -0.33662 -0.05977
H 3.20964 -1.62852 0.14181
H 3.52226 -0.45848 1.46216
H -4.04177 -1.51904 -0.49092
H -2.52132 -1.73715 -1.41207
H -3.42100 -0.17780 -1.54286
H -4.22235 0.21205 1.62585
H -3.38187 1.64673 1.03003
H -2.82083 0.84195 2.50873
H -3.25071 -2.30481 1.46155
H -1.88581 -1.85417 2.53373
H -1.60722 -2.74641 1.00245
C 0.59341 -4.02671 -1.63295
C 0.30950 -3.16994 -2.72032
C -0.55631 -3.59958 -3.73528
C -1.04316 -4.90642 -3.75147
C -0.68815 -5.76166 -2.70915
C 0.08368 -5.32448 -1.65182
Se 1.54129 -3.57263 -0.02406
H 0.14877 -3.03502 0.39629
H 0.82217 -2.20651 -2.81656
H -0.84956 -2.93652 -4.55320
H -1.67683 -5.26037 -4.56232
H -1.04711 -6.79683 -2.70621
H 0.17990 -5.97115 -0.78147
C 1.11194 4.90212 1.95402
C -0.04637 4.04726 2.45984
O -0.40146 3.02322 1.51557
C -0.78741 3.51892 0.21609
C -2.01665 4.41178 0.21403
H 1.95698 4.30352 1.57658
H 1.48382 5.50289 2.78619
H 0.80144 5.59768 1.15956
H -0.89357 4.71258 2.68944
H 0.23173 3.49011 3.36143
H 0.10063 4.01621 -0.18647
H -0.98441 2.62418 -0.40017
H -1.84340 5.28536 0.86849
H -2.24360 4.74258 -0.80627
H -2.90738 3.88485 0.59911

Forces on the atoms, in the same order (eV/Å):
0.985 -1.028 1.862
0.479 -0.236 2.686
0.754 0.733 -0.588
-1.554 0.172 -0.183
-0.246 0.209 0.402
0.732 0.484 -0.128
-0.742 -0.300 -1.125
0.161 -0.529 -0.344
-0.107 -0.359 -1.285
0.047 0.568 -0.991
-0.498 0.324 -0.864
0.107 -0.222 -0.314
-0.192 -0.085 -0.211
-0.202 -0.331 0.194
-0.036 -0.070 -0.066
-0.040 0.220 0.042
0.307 0.018 0.076
0.085 0.209 1.366
0.045 -0.093 -0.131
-0.099 0.442 -0.119
0.052 0.119 0.293
0.002 0.109 0.232
-0.382 -0.227 -0.113
0.085 -0.214 0.072
-0.179 0.143 0.275
0.321 -0.061 -0.250
0.105 0.209 0.060
-0.051 -0.132 0.178
-0.465 0.230 -0.140
0.106 -0.216 0.045
0.144 0.438 -0.055
0.109 -0.037 0.100
-0.054 0.098 -0.161
0.124 -0.090 0.062
-0.245 -0.086 0.142
0.287 0.421 0.092
-0.039 -0.165 -0.338
0.238 0.306 -0.284
-0.293 0.234 -0.070
0.038 -0.285 0.078
0.146 -0.087 -0.055
0.185 -0.246 0.009
-0.025 -0.009 -0.274
0.216 0.026 0.199
-0.111 -0.142 -0.271
-0.128 -0.001 0.108
-0.013 -0.078 -1.283
-0.032 0.384 0.103
0.358 0.375 0.100
0.223 -0.267 0.498
-0.637 -0.511 -0.336
0.100 -0.682 0.601
-2.301 -0.118 -0.393
1.643 0.237 0.074
-0.493 -0.275 0.115
0.397 -0.001 0.321
0.157 0.112 0.155
0.102 0.450 0.069
0.342 -0.104 -0.296
0.119 0.123 0.087
0.400 0.270 -0.396
-0.595 -0.338 -0.248
0.306 0.069 0.572
-0.085 0.041 0.385
-0.335 0.128 0.209
0.007 0.063 -0.103
0.097 -0.204 0.301
0.110 -0.451 0.041
-0.100 0.232 -0.049
-0.311 0.127 -0.356
0.015 -0.015 -0.008
-0.181 -0.255 -0.530
0.127 0.068 0.265
0.406 0.158 -0.111

Values from the calculation:
⟨S²⟩   2.014
Energy relative to the best compared isomer or geometry (same formula, charge and spin)   0.0 kJ/mol
E_HOMO (spin up / spin down)   -16.6 / -16.6 eV
Kohn-Sham gap (spin up / spin down)   7.55 / 3.33 eV
Total charge   +3
Multiplicity   3


# 2
Formula: C21H48Br9O12P3
Source: the Open Molecules 2025 dataset
Level of theory: wB97M-V/def2-TZVPD

Cartesian coordinates (Å):
C -6.29601 0.99652 -1.15082
Br -4.74498 1.81376 -2.16138
Br -6.89338 -0.72357 -1.87118
Br -7.86723 2.11778 -1.23282
H -5.92728 0.77539 -0.14919
C -0.04238 -4.33174 -3.07530
Br -1.83521 -3.53649 -3.25358
Br 0.41495 -4.64652 -1.20225
Br 1.22722 -3.45522 -4.31433
H -0.24846 -5.29478 -3.54243
C -2.29857 -1.78274 -0.25868
Br -1.26456 -0.51614 -1.32793
Br -3.77017 -0.84042 0.66107
Br -1.15784 -2.70391 1.12313
H -2.69686 -2.56159 -0.90894
C -0.28953 -4.77634 4.32990
C 0.72321 -4.45619 5.37338
O 1.52593 -5.51354 5.97407
P 1.80533 -6.91373 5.21191
O 0.65382 -7.83101 5.03479
O 3.07255 -7.54986 6.03279
C 3.48518 -8.95130 6.00251
C 4.97855 -8.86678 6.24260
O 2.42289 -6.43141 3.79663
C 3.71141 -6.02175 3.66149
C 4.04132 -6.40675 2.14867
H 0.03525 -5.53896 3.62207
H -1.12887 -5.35936 4.70900
H -0.63245 -3.97336 3.67742
H 1.43035 -3.73020 4.97216
H 0.28994 -4.01517 6.27109
H 3.15960 -9.48073 6.89794
H 3.15494 -9.53688 5.14452
H 5.45137 -8.41191 5.37218
H 5.21165 -8.26083 7.11815
H 5.45458 -9.84734 6.24092
H 3.87442 -4.95181 3.79097
H 4.47604 -6.48283 4.28666
H 3.56171 -5.67220 1.50175
H 5.11599 -6.37450 1.96945
H 3.65561 -7.42490 2.09665
C -1.40004 1.30141 2.09625
C -0.08073 1.99553 1.51837
O 0.97923 2.14256 2.42461
P 1.49029 3.66952 2.62800
O 0.55763 4.78022 2.68293
O 2.54465 3.86309 1.38926
C 2.15474 4.72528 0.34769
C 2.72891 6.10657 0.63901
O 2.62788 3.56413 3.78884
C 3.00684 4.75406 4.43605
C 4.60945 5.00412 4.36347
H -1.58974 1.69851 3.09346
H -2.30986 1.28298 1.49626
H -1.14061 0.25097 2.22812
H 0.30550 1.35358 0.72665
H -0.16402 2.93462 0.97132
H 2.53987 4.40410 -0.62010
H 1.09336 4.81239 0.11532
H 2.53280 6.70937 -0.24771
H 2.11254 6.58313 1.40129
H 3.78305 6.20535 0.89807
H 2.57525 5.68409 4.06607
H 2.65874 4.71078 5.46807
H 5.00897 5.59057 3.53609
H 4.86535 5.63111 5.21760
H 5.01808 4.02419 4.61011
C -6.38041 4.68106 -6.37410
C -5.25554 4.41075 -5.40692
O -4.14418 3.75777 -5.98683
P -2.58271 4.21020 -5.84812
O -2.29292 5.65280 -6.05771
O -2.03844 3.59794 -4.45171
C -0.70261 3.44134 -4.39994
C -0.24474 2.82342 -3.15104
O -1.88041 3.29629 -6.99110
C -2.00358 3.55710 -8.36091
C -2.35791 2.21920 -8.94783
H -7.06636 5.52012 -6.25768
H -5.87043 4.90733 -7.31048
H -7.05323 3.84101 -6.54654
H -4.76206 5.22690 -4.87919
H -5.37206 3.77761 -4.52735
H -0.32462 2.82523 -5.21580
H -0.24722 4.43126 -4.37175
H -0.64647 3.25648 -2.23498
H -0.67824 1.82564 -3.08309
H 0.80373 2.75550 -2.86088
H -2.83554 4.17172 -8.70470
H -1.11453 4.01427 -8.79525
H -2.88242 2.25113 -9.90280
H -1.44437 1.64914 -9.11687
H -2.97089 1.58585 -8.30658

Forces on the atoms, in the same order (eV/Å):
0.240 -0.165 -1.057
-1.157 -0.716 0.719
0.667 0.245 0.049
0.576 0.213 0.393
-0.287 0.471 -0.209
-0.641 -0.410 -0.689
0.496 -0.026 0.006
0.241 0.278 -1.342
-0.500 -0.328 1.157
0.528 0.119 0.369
0.447 0.359 0.934
-0.347 -0.543 0.519
0.495 -0.804 -0.485
-0.915 0.864 -0.730
0.054 0.297 0.238
-0.866 -2.142 -0.839
0.779 1.004 0.683
0.266 -1.775 -0.642
-0.105 -0.685 0.380
1.171 1.029 0.079
-1.683 0.675 -0.804
0.629 0.265 1.379
0.557 -0.084 -1.620
-2.200 -1.048 1.729
3.146 0.596 -2.903
0.188 0.678 1.984
0.795 0.158 -0.200
-0.397 0.598 0.463
0.095 0.407 0.662
0.155 -0.005 0.005
-0.245 0.172 -0.258
-0.991 0.306 -0.043
0.074 0.525 -0.252
0.079 0.431 0.009
-0.080 -0.304 0.019
-0.208 -0.165 0.600
-0.492 0.258 0.147
-0.520 -0.471 0.364
-0.209 -0.454 -0.182
-0.009 -0.097 -0.048
0.060 0.140 -0.704
1.943 0.526 0.348
-1.549 -0.884 -1.941
0.844 1.476 2.183
3.323 -0.971 -0.658
-0.972 0.009 0.400
-1.378 -0.961 0.491
1.094 1.394 -0.972
-1.227 0.749 -0.474
-1.915 -0.787 -1.105
2.264 2.049 0.373
-2.117 -0.506 1.542
-0.232 0.144 -0.081
0.455 0.699 -0.232
0.063 -0.082 0.114
-0.013 -0.400 0.061
-1.042 0.236 0.286
0.556 -0.634 0.224
-0.298 -0.124 0.811
0.242 0.198 -0.183
0.201 -0.062 0.327
-0.060 -0.562 -0.068
-0.543 -0.368 -0.582
0.370 -0.287 0.112
-0.301 -0.857 -0.511
-0.189 0.031 0.297
0.641 0.147 -0.713
0.120 -0.109 -0.901
1.062 0.484 2.800
2.842 -0.809 -1.395
-0.707 0.851 -1.695
-0.582 -1.340 0.653
-4.004 -0.089 -1.513
4.214 0.911 0.104
-0.848 -1.744 2.796
-0.350 0.830 2.624
-1.334 -0.409 -1.507
0.775 -1.399 -1.020
0.465 0.226 0.895
-0.101 -0.131 -0.259
0.371 -0.331 0.091
-0.909 1.252 -0.511
-1.575 -0.281 -0.147
0.002 0.319 -0.293
0.282 0.234 -0.832
-0.450 0.710 -0.153
0.252 -0.454 -0.108
0.262 0.094 -1.098
-0.131 0.748 1.056
0.223 -0.214 0.339
0.107 0.362 -0.104
0.047 -0.215 -0.062
-0.079 0.468 0.311

Values from the calculation:
Energy relative to the best compared isomer or geometry (same formula, charge and spin)   98.2 kJ/mol
E_HOMO   -10.3 eV
Kohn-Sham gap   9.54 eV
Multiplicity   1


| no. | E_tot (eV) |
| --- | --- |
| 1 | -121462.27527 |
| 2 | -705377.54015 |